Record 1
An isolated ion of composition C3H8NO2S and charge +1 at a distorted geometry, computed with ωB97M-V with the def2-TZVPD basis set.

Geometry as XYZ:
```
15
Properties=species:S:1:pos:R:3:forces:R:3
C 2.287 0.921 0.067 -0.699 -1.050 1.870
C 0.756 1.097 -0.089 -0.634 0.082 1.329
O 0.106 -0.181 0.356 -3.251 0.622 -1.962
C -1.297 -0.311 -0.134 3.684 -0.881 3.268
N -1.542 -1.810 0.295 -0.791 0.872 -0.224
O -1.722 0.028 -1.328 0.383 -0.478 -1.261
S -2.586 0.864 -0.077 -0.393 0.295 0.646
H 2.620 -0.048 -0.300 -0.334 0.113 -1.088
H 2.746 1.741 -0.466 0.516 0.090 0.240
H 2.670 0.713 1.134 -0.899 1.453 -1.222
H 0.457 1.287 -1.101 0.260 -0.340 -0.864
H 0.204 1.947 0.442 1.336 -1.102 -0.002
H -2.631 -1.983 0.419 2.765 -0.036 -1.035
H -1.115 -1.958 1.252 -0.222 0.223 -1.381
H -0.955 -2.308 -0.471 -1.721 0.135 1.687
```
Positions in Å, forces in eV/Å.

Values from the calculation:
Calculated total energy (eV): -19651.012
Total charge: +1
HOMO-LUMO gap (eV): 9.47
HOMO (eV): -14.297
ΔE to the lowest compared entry with this formula, charge and spin (kJ/mol): 367.4
LUMO energy (hartree): -0.1774



Record 2
One molecule with the formula C4H4O3S at a distorted geometry, computed with ωB97M-V with the def2-TZVPD basis set.

Geometry as XYZ:
```
12
Properties=species:S:1:pos:R:3:forces:R:3
O -1.983 -0.535 1.780 0.961 2.054 0.381
C -1.389 0.526 1.776 -1.320 -0.967 0.326
S 0.003 0.903 0.735 0.063 -0.012 0.215
C -0.325 -0.248 -0.609 -1.714 -0.181 -0.690
O -1.407 -0.731 -0.870 1.734 0.521 0.393
C 0.864 -0.373 -1.504 -0.330 -1.154 0.103
C 2.105 -0.936 -0.934 0.755 0.176 -0.723
O 1.948 0.450 -1.231 0.370 0.524 -0.212
H -1.650 1.434 2.416 0.137 -1.063 -0.423
H 0.572 -0.588 -2.528 0.261 0.149 -0.107
H 2.188 -1.111 0.121 -0.178 -0.318 0.381
H 2.844 -1.457 -1.575 -0.738 0.271 0.355
```
Positions in Å, forces in eV/Å.

Values from the calculation:
Calculated total energy (eV): -21188.445
HOMO-LUMO gap (eV): 10.19
HOMO (eV): -10.113
ΔE to the lowest compared entry with this formula, charge and spin (kJ/mol): 218.6
LUMO energy (hartree): 0.0028



Record 3
One molecule with the formula H3NO2Si at a distorted geometry, computed with ωB97M-V with the def2-TZVPD basis set.

Geometry as XYZ:
```
7
Properties=species:S:1:pos:R:3:forces:R:3
N 0.005 -0.924 0.469 0.639 -2.363 -0.543
O 0.875 0.197 -1.179 -0.294 -0.214 -0.046
O 0.646 -1.215 1.448 -0.318 0.391 -0.112
Si -0.261 0.765 -0.254 1.742 1.575 -0.718
H 0.075 -1.695 -0.317 -0.432 1.575 1.155
H 0.268 1.913 0.604 -0.806 -0.832 0.035
H -1.607 0.960 -0.770 -0.530 -0.132 0.228
```
Positions in Å, forces in eV/Å.

Values from the calculation:
Calculated total energy (eV): -13508.121
HOMO-LUMO gap (alpha / beta) (eV): 8.70 / 8.71
HOMO (alpha / beta) (eV): -10.168 / -10.170
ΔE to the lowest compared entry with this formula, charge and spin (kJ/mol): 15.5
LUMO energy (alpha / beta) (hartree): -0.0539 / -0.0538



- ΔE to the lowest compared entry with this formula, charge and spin of number 3 (H3NO2Si)?
  15.5 kJ/mol